Entry 1:
Below is a cluster of 2 separate species, C2H6N2O3 in total in a non-equilibrium geometry, with properties calculated with wB97M-V/def2-TZVPD.

Geometry as ORCA input:
```
! RIJCOSX wB97M-V def2-TZVPD def2/J DEFGRID3
* xyz 0 1
N -0.410 0.513 -2.081
C 0.803 0.712 -1.477
O 1.938 0.856 -1.908
N 0.608 0.210 -0.118
C -0.396 0.489 0.690
O -1.535 0.820 0.324
H -0.566 0.594 -3.099
H -1.140 0.933 -1.377
H 1.212 -0.452 0.138
H -0.017 0.399 1.622
O -0.558 -2.651 3.521
H -0.809 -3.063 4.400
H -1.262 -2.872 2.937
*
```

## Properties
Structure (SMILES) = NC(=O)NC=O.O
Kohn-Sham gap = 10.92 eV
ΔE to the lowest compared entry with this formula, charge and spin = 1.926 eV
E_HOMO = -10.4 eV

***

Entry 2:
Below is a cluster of 3 separate species, C5H16O3 in total in a non-equilibrium geometry, with properties calculated with wB97M-V/def2-TZVPD.

Geometry as ORCA input:
```
! RIJCOSX wB97M-V def2-TZVPD def2/J DEFGRID3
* xyz 1 2
C -0.006 1.003 -0.139
O 0.512 0.138 0.776
C -1.554 1.398 0.202
C -2.473 1.011 -0.907
C -3.919 1.240 -0.234
C -2.390 -0.446 -1.224
H 0.184 0.640 -1.153
H 0.560 1.943 -0.027
H 0.458 -0.750 0.365
H -1.587 2.434 0.514
H -1.740 0.876 1.145
H -2.472 1.645 -1.793
H -4.708 0.661 -0.702
H -3.850 0.969 0.813
H -4.128 2.308 -0.250
H -2.401 -1.175 -0.388
H -1.470 -0.758 -1.753
H -3.076 -1.011 -1.858
H 1.979 -3.905 3.112
H 3.176 -3.024 2.816
O 2.893 -3.944 2.802
H 5.106 -0.357 -1.262
H 4.761 1.023 -1.805
O 5.508 0.462 -1.571
*
```

## Properties
Kohn-Sham gap (alpha / beta) = 10.35 / 4.24 eV
ΔE to the lowest compared entry with this formula, charge and spin = 1.651 eV
E_HOMO (alpha / beta) = -13.9 / -13.9 eV

***

Entry 3:
Below is a structure of composition C47H40I2N2O3OsSb2 in a non-equilibrium geometry, with properties calculated with wB97M-V/def2-TZVPD.

Geometry as ORCA input:
```
! RIJCOSX wB97M-V def2-TZVPD def2/J DEFGRID3
* xyz 2 5
Os 1.963 -0.830 1.902
I 2.018 1.770 2.368
C 1.918 1.419 4.423
C 1.794 2.471 5.280
C 1.734 2.200 6.664
C 1.786 0.910 7.108
C 1.878 -0.176 6.203
C 1.866 -1.517 6.665
C 1.900 -2.566 5.789
C 1.980 -2.323 4.409
C 2.022 -1.035 3.888
C 1.948 0.069 4.810
H 1.741 3.491 4.923
H 1.652 3.022 7.361
H 1.744 0.696 8.168
H 1.814 -1.695 7.732
H 1.870 -3.585 6.152
H 2.019 -3.174 3.736
C 2.118 1.117 -2.682
C 1.652 2.557 -2.839
C 0.832 3.052 -1.659
Sb -0.919 1.861 -1.435
C -2.334 2.878 -2.610
C -2.059 4.091 -3.235
C -3.038 4.715 -4.000
C -4.283 4.123 -4.151
C -4.560 2.910 -3.534
C -3.587 2.286 -2.768
C -1.345 2.523 0.536
C -1.199 3.870 0.864
C -1.357 4.288 2.180
C -1.664 3.366 3.174
C -1.838 2.027 2.850
C -1.683 1.611 1.533
Sb 0.611 -0.469 -2.975
C -0.310 0.369 -4.690
C -1.690 0.300 -4.878
C -2.268 0.869 -6.003
C -1.476 1.499 -6.950
C -0.097 1.557 -6.782
C 0.485 0.987 -5.661
C -1.068 -1.673 -2.354
C -1.178 -2.789 -3.179
C -2.179 -3.724 -2.945
C -3.048 -3.557 -1.877
C -2.927 -2.448 -1.051
C -1.936 -1.502 -1.288
H 2.557 0.916 -1.705
H 2.832 0.837 -3.457
H 1.090 2.683 -3.766
H 2.555 3.170 -2.941
H 0.556 4.101 -1.766
H 1.392 2.950 -0.725
H -1.087 4.561 -3.139
H -2.826 5.664 -4.474
H -5.041 4.607 -4.753
H -5.532 2.450 -3.653
H -3.810 1.334 -2.295
H -0.971 4.604 0.099
H -1.249 5.337 2.427
H -1.785 3.696 4.198
H -2.109 1.313 3.619
H -1.842 0.570 1.280
H -2.317 -0.199 -4.149
H -3.340 0.816 -6.141
H -1.929 1.936 -7.830
H 0.522 2.038 -7.527
H 1.564 1.014 -5.556
H -0.498 -2.936 -4.012
H -2.276 -4.580 -3.600
H -3.820 -4.292 -1.688
H -3.610 -2.310 -0.221
H -1.855 -0.647 -0.631
I 7.433 -3.437 3.040
C 5.633 -2.998 2.169
C 5.039 -3.616 1.077
N 3.878 -3.007 0.847
N 3.680 -2.000 1.721
C 4.749 -1.996 2.539
H 5.366 -4.450 0.478
H 3.235 -3.085 0.056
H 4.827 -1.291 3.350
O 0.897 -4.703 -0.364
C 0.222 -4.125 0.628
C -0.562 -4.938 1.446
C -1.302 -4.392 2.477
C -1.311 -3.015 2.721
C -0.551 -2.198 1.919
C 0.247 -2.730 0.884
C 1.038 -1.846 -0.008
O 1.841 -2.329 -0.844
O 0.811 -0.555 0.054
H 1.349 -3.996 -0.872
H -0.573 -6.001 1.246
H -1.901 -5.046 3.097
H -1.917 -2.602 3.515
H -0.600 -1.121 2.057
*
```

## Properties
Kohn-Sham gap (alpha / beta) = 6.14 / 5.87 eV
ΔE to the lowest compared entry with this formula, charge and spin = 2.190 eV
E_HOMO (alpha / beta) = -12.0 / -12.9 eV

***

Entry 4:
Below is an isolated molecule of C7H6BrN3 in a non-equilibrium geometry, with properties calculated with wB97M-V/def2-TZVPD.

Geometry as ORCA input:
```
! RIJCOSX wB97M-V def2-TZVPD def2/J DEFGRID3
* xyz 0 1
C 0.088 1.696 1.349
C -1.302 1.377 1.176
C 1.047 0.980 0.735
C -1.683 0.327 0.437
C 0.743 -0.191 -0.053
C -0.697 -0.578 -0.161
C 1.709 -0.896 -0.669
N -1.073 -0.996 -1.439
N -0.300 -1.287 -2.294
N 0.357 -1.529 -3.166
Br -0.878 -2.376 1.103
H 0.346 2.543 1.967
H -2.037 2.022 1.632
H 2.091 1.236 0.839
H -2.718 0.080 0.260
H 1.580 -1.865 -1.109
H 2.725 -0.544 -0.605
*
```

## Properties
Kohn-Sham gap = 7.57 eV
ΔE to the lowest compared entry with this formula, charge and spin = 0.000 eV
E_HOMO = -8.6 eV

***

Entry 5:
Below is a cluster of 3 separate species, C5H18NO3 in total in a non-equilibrium geometry, with properties calculated with wB97M-V/def2-TZVPD.

Geometry as ORCA input:
```
! RIJCOSX wB97M-V def2-TZVPD def2/J DEFGRID3
* xyz 2 2
C -0.720 -1.729 0.927
O -0.037 -2.919 0.803
C 0.207 -0.509 0.749
C -0.531 0.794 1.331
C -1.847 0.938 0.489
C 0.250 2.031 1.370
N 0.694 -0.347 -0.647
H -1.611 -1.703 0.246
H -1.231 -1.762 1.900
H 0.415 -3.219 1.616
H 1.046 -0.590 1.484
H -0.926 0.419 2.291
H -2.133 1.996 0.459
H -2.635 0.550 1.140
H -1.949 0.564 -0.535
H 1.063 2.112 2.085
H 0.672 2.548 0.470
H -0.346 2.972 1.501
H 0.157 -0.952 -1.353
H 0.755 0.658 -0.984
H 1.664 -0.660 -0.616
H 0.849 -3.005 -2.390
H 0.067 -2.029 -3.387
O 0.546 -2.100 -2.547
H 1.648 2.647 -1.744
H 2.229 1.591 -2.738
O 1.703 1.701 -1.921
*
```

## Properties
Kohn-Sham gap (alpha / beta) = 12.89 / 5.18 eV
ΔE to the lowest compared entry with this formula, charge and spin = 3.058 eV
E_HOMO (alpha / beta) = -19.5 / -19.0 eV

***

Entry 6:
Below is a cluster of 2 separate species, C18H39NO5PS in total in a non-equilibrium geometry, with properties calculated with wB97M-V/def2-TZVPD.

Geometry as ORCA input:
```
! RIJCOSX wB97M-V def2-TZVPD def2/J DEFGRID3
* xyz -1 1
C -3.351 1.730 -1.559
C -2.679 0.356 -1.351
C -1.163 0.327 -1.527
C -0.650 0.769 -2.906
C -0.187 2.238 -2.986
C 1.318 2.342 -2.733
C 1.823 3.762 -2.491
C 1.445 4.254 -1.084
C 2.445 3.770 -0.028
C 1.807 3.618 1.364
C 2.410 2.466 2.174
C 2.260 1.125 1.419
C 1.520 0.006 2.188
C 2.158 -1.403 2.069
N 1.425 -2.268 1.151
P 2.115 -2.528 -0.252
O 3.200 -3.532 -0.353
O 0.888 -2.996 -1.254
O 2.664 -1.153 -0.972
H -2.650 2.518 -1.813
H -3.918 2.017 -0.676
H -4.074 1.677 -2.375
H -2.892 0.021 -0.338
H -3.124 -0.386 -2.013
H -0.857 -0.710 -1.370
H -0.669 0.892 -0.731
H 0.232 0.163 -3.131
H -1.374 0.543 -3.690
H -0.737 2.869 -2.292
H -0.375 2.609 -3.997
H 1.584 1.715 -1.876
H 1.814 1.909 -3.604
H 1.452 4.446 -3.258
H 2.912 3.766 -2.580
H 0.453 3.874 -0.838
H 1.396 5.344 -1.085
H 2.910 2.844 -0.359
H 3.242 4.513 0.051
H 1.969 4.554 1.909
H 0.728 3.478 1.280
H 3.453 2.712 2.385
H 1.894 2.377 3.130
H 1.661 1.341 0.531
H 3.216 0.734 1.074
H 1.386 0.283 3.238
H 0.524 -0.099 1.757
H 2.125 -1.839 3.074
H 3.213 -1.291 1.790
H 0.644 -2.237 -1.782
H 1.964 -0.502 -1.062
C -2.538 -4.695 3.059
C -1.379 -4.838 2.063
C -1.947 -4.592 0.663
S -3.350 -3.492 0.871
O -4.558 -4.190 0.490
O -3.068 -2.187 0.329
C -3.274 -3.420 2.660
H -2.185 -4.644 4.089
H -3.213 -5.551 2.976
H -0.608 -4.092 2.271
H -0.910 -5.819 2.125
H -1.214 -4.116 0.010
H -2.320 -5.504 0.200
H -4.285 -3.348 3.056
H -2.701 -2.531 2.921
*
```

## Properties
Kohn-Sham gap = 6.51 eV
ΔE to the lowest compared entry with this formula, charge and spin = 0.000 eV
E_HOMO = -3.8 eV

***

Entry 7:
Below is a cluster of 2 separate species, C2HClNO2 in total in a non-equilibrium geometry, with properties calculated with wB97M-V/def2-TZVPD.

Geometry as ORCA input:
```
! RIJCOSX wB97M-V def2-TZVPD def2/J DEFGRID3
* xyz -1 1
C 0.938 -1.107 0.476
C 1.378 -0.135 -0.171
N -1.758 0.700 0.252
O 1.701 0.950 -0.524
O 0.490 -2.100 0.871
Cl -1.970 0.491 -1.365
H -0.779 1.202 0.462
*
```

## Properties
Kohn-Sham gap (alpha / beta) = 4.71 / 5.77 eV
ΔE to the lowest compared entry with this formula, charge and spin = 6.631 eV
E_HOMO (alpha / beta) = -1.8 / -2.0 eV

***

Entry 8:
Below is an isolated molecule of C21H23N3O4, with properties calculated with wB97M-V/def2-TZVPD.

Geometry as ORCA input:
```
! RIJCOSX wB97M-V def2-TZVPD def2/J DEFGRID3
* xyz 0 1
C 1.143 1.568 2.862
O -0.184 2.036 2.745
C -1.179 1.258 2.235
C -2.435 1.860 2.259
C -3.552 1.244 1.734
C -3.444 -0.014 1.165
C -4.600 -0.632 0.427
C -4.743 0.052 -0.951
N -3.444 0.204 -1.568
C -2.749 1.359 -1.378
O -3.274 2.437 -1.171
C -1.283 1.215 -1.404
C -0.412 0.183 -1.701
C 0.863 0.652 -1.319
C 2.135 -0.053 -1.361
C 2.232 -1.312 -1.955
C 3.417 -2.012 -1.969
C 4.561 -1.477 -1.380
C 5.847 -2.244 -1.395
C 4.479 -0.229 -0.791
C 3.290 0.496 -0.776
O 3.308 1.706 -0.186
N 0.752 1.889 -0.826
N -0.527 2.212 -0.895
C -2.202 -0.639 1.169
C -1.066 -0.036 1.693
O 0.171 -0.634 1.684
C 0.297 -1.939 1.184
H 1.694 2.399 3.301
H 1.575 1.320 1.892
H 1.206 0.700 3.520
H -2.500 2.846 2.690
H -4.502 1.755 1.749
H -5.530 -0.503 0.981
H -4.427 -1.701 0.287
H -5.397 -0.529 -1.606
H -5.146 1.059 -0.834
H -2.902 -0.643 -1.645
H -0.651 -0.761 -2.146
H 1.361 -1.743 -2.425
H 3.464 -2.983 -2.440
H 6.640 -1.684 -0.907
H 5.726 -3.197 -0.882
H 6.149 -2.455 -2.420
H 5.344 0.223 -0.329
H 2.422 2.116 -0.277
H -0.875 3.094 -0.548
H -2.122 -1.626 0.740
H 0.033 -1.994 0.123
H 1.351 -2.189 1.295
H -0.310 -2.651 1.753
*
```

## Properties
Structure (SMILES) = COc1ccc(CCNC(=O)c2cc(-c3ccc(C)cc3O)n[nH]2)cc1OC
Kohn-Sham gap = 8.49 eV
ΔE to the lowest compared entry with this formula, charge and spin = 2.215 eV
E_HOMO = -8.0 eV

***

Q: Which of these has the highest ΔE to the lowest compared entry with this formula, charge and spin?
A: C2HClNO2